# 1
Density functional theory data (the ωB97M-V functional and the def2-TZVPD basis) for an isolated molecule of C13H15N3O4 in a non-equilibrium geometry.

Calculated values
SMILES	CCCNN1C(=O)c2cc(N)cc(CC(=O)O)c2C1=O
orbital gap	0.31910	hartree
ΔE to the lowest compared entry with this formula, charge and spin	0.0000	eV

ORCA input file:
```
! RIJCOSX wB97M-V def2-TZVPD def2/J DEFGRID3
* xyz 0 1
C -1.6815 -1.3716 2.4119
C -2.6591 -1.9530 1.3853
C -2.2233 -1.7180 -0.0736
N -2.8446 -0.4963 -0.6522
N -1.8855 0.4358 -1.1377
C -1.2065 0.1541 -2.3340
O -1.6473 -0.0261 -3.4383
C 0.2590 0.1392 -1.9020
C 1.3765 -0.2986 -2.5480
C 2.5757 -0.2039 -1.8820
N 3.7814 -0.6101 -2.4835
C 2.6719 0.2977 -0.5920
C 1.5508 0.7324 0.0672
C 1.5869 1.2649 1.4813
C 1.2810 2.7515 1.6229
O 1.4541 3.2710 2.7057
O 0.7939 3.4704 0.5864
C 0.3648 0.6444 -0.6202
C -1.0326 1.0442 -0.1861
O -1.3643 1.7491 0.7348
H -0.6566 -1.7283 2.2684
H -1.6610 -0.2758 2.4136
H -2.0038 -1.6558 3.4191
H -2.7091 -3.0372 1.5266
H -3.6577 -1.5415 1.5701
H -2.5396 -2.5585 -0.7001
H -1.1271 -1.7103 -0.0973
H -3.2950 -0.0200 0.1236
H 1.2927 -0.7143 -3.5469
H 4.3977 -1.0221 -1.7959
H 3.6045 -1.2947 -3.2082
H 3.6357 0.3322 -0.0950
H 0.8170 0.7374 2.0503
H 2.5642 1.1071 1.9366
H 0.1867 4.1048 0.9891
*
```

Here are the Mulliken charges for atoms 1 to 2, given in e:
1. C -0.95
2. C -0.70

# 2
Density functional theory data (the ωB97M-V functional and the def2-TZVPD basis) for a structure of composition C13H15N4S2Yb in a non-equilibrium geometry.

Calculated values
orbital gap (spin up / spin down)	0.26419 / 0.24314	hartree
ΔE to the lowest compared entry with this formula, charge and spin	0.0000	eV

ORCA input file:
```
! RIJCOSX wB97M-V def2-TZVPD def2/J DEFGRID3
* xyz 2 2
C 1.7521 1.6007 -1.5429
C 2.3831 1.4284 -0.3610
H 1.3927 2.5856 -1.8556
H 1.5813 0.7825 -2.2549
H 2.7865 0.4614 -0.0238
H 2.5443 2.2714 0.3198
Yb -0.4437 0.3455 0.3030
C -1.0810 -1.6511 -1.0520
C 0.3390 -1.6843 -0.8968
C -0.6140 -1.9747 1.1849
C -1.6630 -1.7717 0.2402
H 1.0756 -1.6092 -1.6983
H 1.6227 -2.0125 0.9261
H -0.7366 -2.2003 2.2434
C 0.6222 -1.8980 0.4850
H -2.7295 -1.7657 0.4598
H -1.6282 -1.5985 -1.9938
N -2.3201 2.8995 -2.2195
C -2.9084 2.4035 -1.1091
N -2.2457 1.8474 -0.1044
C -3.0892 1.6044 0.9950
C -4.4370 1.7838 0.6979
S -4.6709 2.3927 -0.9057
C -2.4715 1.3369 2.2745
C -3.0833 1.2130 3.5135
S -1.9176 1.2396 4.8042
C -0.6404 1.4297 3.5987
N -1.0687 1.3606 2.3433
N 0.6356 1.6718 3.9363
H -2.8991 3.3750 -2.9004
H -1.3074 2.9847 -2.2518
H -5.2501 1.5625 1.3781
H -4.1601 1.1454 3.6416
H 0.8296 1.8736 4.9096
H 1.3117 1.9087 3.2102
*
```

Here are the Mulliken charges for atoms 1 to 2, given in e:
1. C -0.51
2. C -0.57

# 3
Density functional theory data (the ωB97M-V functional and the def2-TZVPD basis) for an isolated molecule of C13H15N5O2 in a non-equilibrium geometry.

Calculated values
SMILES	CN/C(=C\[N+](=O)[O-])Nc1cccc(-c2nc[nH]c2C)c1
orbital gap	0.31292	hartree
ΔE to the lowest compared entry with this formula, charge and spin	4.2835	eV

ORCA input file:
```
! RIJCOSX wB97M-V def2-TZVPD def2/J DEFGRID3
* xyz 0 1
O 0.8270 -1.1631 4.4546
O 1.9454 -2.8321 3.5109
N -0.1690 4.4953 -0.7293
C 0.5018 5.4956 -0.2158
C 0.0970 3.3412 0.0011
C 0.9340 3.6770 1.0333
C 0.9394 -1.9658 0.8685
C -2.2473 0.7852 -1.3274
C -1.6761 2.0058 -0.9888
C -1.5611 -0.3922 -1.0393
C 0.1732 0.8885 0.0020
C -0.4743 2.0691 -0.3307
C -0.3251 -0.3544 -0.3957
C 0.7545 -1.3779 2.1999
N 1.1874 5.0371 0.8864
N 1.7291 -3.0751 0.7335
N 1.1975 -1.8282 3.4611
N 0.3887 -1.5333 -0.2021
C 1.5274 2.9971 2.2221
C 2.1289 -3.7573 -0.5003
H 0.5745 6.5150 -0.5784
H -3.2126 0.6863 -1.8648
H -2.1654 2.9302 -1.2770
H -1.9978 -1.3667 -1.3307
H 1.1583 0.9417 0.4355
H 0.1313 -0.4674 2.2277
H 1.7525 5.6429 1.5115
H 2.2291 -3.3469 1.5928
H 0.3528 -2.1795 -0.9794
H 1.1041 1.9994 2.3351
H 2.6100 2.8799 2.1544
H 1.3131 3.5457 3.1486
H 2.8109 -4.6011 -0.2687
H 1.2589 -4.0919 -1.0758
H 2.7232 -3.0792 -1.1532
*
```

Here are the Mulliken charges for atoms 1 to 2, given in e:
1. O -0.64
2. O -0.74

# 4
Density functional theory data (the ωB97M-V functional and the def2-TZVPD basis) for a cluster of 2 separate species, C13H15N5O4 in total in a non-equilibrium geometry.

Calculated values
SMILES	N#Cc1cc([N+](=O)[O-])cc2c1no[n+]2[O-].CN1CCCCC1
orbital gap	0.22171	hartree
ΔE to the lowest compared entry with this formula, charge and spin	7.2990	eV

ORCA input file:
```
! RIJCOSX wB97M-V def2-TZVPD def2/J DEFGRID3
* xyz 0 1
C 0.3034 1.7377 -1.7591
N 1.1121 0.9682 -0.8424
C 1.6985 1.8007 0.2252
C 3.1976 1.6731 0.4634
C 3.8170 0.3077 0.1920
C 3.3629 -0.1638 -1.1876
C 1.8612 -0.1257 -1.4629
H 0.2907 1.2275 -2.7287
H -0.7181 1.8447 -1.3537
H 0.7177 2.7499 -1.9306
H 1.5064 2.8463 -0.0597
H 1.1014 1.6460 1.1472
H 3.6905 2.3866 -0.2034
H 3.3914 2.0250 1.4715
H 4.9073 0.4390 0.1513
H 3.5981 -0.4213 0.9804
H 3.8322 0.5065 -1.9175
H 3.7239 -1.1623 -1.4290
H 1.3557 -1.0846 -1.2229
H 1.7542 -0.0121 -2.5515
N -5.3645 -3.3357 2.8966
C -4.4884 -2.7717 2.3613
C -3.4554 -1.9966 1.7509
C -3.1791 -0.6739 2.0807
C -2.2787 0.1205 1.3022
N -2.1157 1.4880 1.7190
O -2.5572 1.8070 2.8431
O -1.5406 2.3133 0.9678
C -1.5790 -0.4020 0.1921
C -1.8090 -1.7414 -0.0882
N -1.6949 -2.3702 -1.3225
O -0.9654 -2.1694 -2.2729
O -2.7284 -3.3791 -1.3803
N -3.3679 -3.4785 -0.1444
C -2.7824 -2.5282 0.6067
H -3.6877 -0.2489 2.9442
H -0.9098 0.1777 -0.4384
*
```

Here are the Mulliken charges for atoms 1 to 2, given in e:
1. C -1.15
2. N 0.36

# 5
Density functional theory data (the ωB97M-V functional and the def2-TZVPD basis) for a structure of composition C13H15NSrTe in a non-equilibrium geometry.

Calculated values
orbital gap (spin up / spin down)	0.09591 / 0.09334	hartree
ΔE to the lowest compared entry with this formula, charge and spin	1.9117	eV

ORCA input file:
```
! RIJCOSX wB97M-V def2-TZVPD def2/J DEFGRID3
* xyz -2 1
C -0.0565 -2.5442 -2.7094
C -0.9408 -1.5276 -3.1965
C -1.9393 -1.2973 -2.2072
C -1.6764 -2.1503 -1.1038
C -0.5089 -2.9198 -1.4040
Sr 0.9829 -0.4021 -1.1079
N 2.4939 -3.4763 0.0576
C 2.4716 1.1162 -1.9328
C 1.8581 1.0550 -3.1448
H -2.8023 -0.6423 -2.3188
H -0.9007 -1.0561 -4.1759
H -2.2845 -2.2395 -0.2036
H -0.0501 -3.6655 -0.7604
H 0.7808 -2.9814 -3.2465
H 1.9298 0.2552 -3.8971
H 2.1071 1.8168 -1.1268
H 3.2218 -2.8386 -0.3928
H 1.3360 1.9574 -3.4843
H 3.5620 0.8696 -1.9105
Te 0.8341 -1.0334 2.0259
C -0.1815 0.6543 2.7178
C -1.0218 0.5441 3.8603
C -1.6676 1.6863 4.3507
C -1.5092 2.9249 3.7063
C -0.6895 3.0280 2.5713
C -0.0045 1.9087 2.0797
H -1.1323 -0.4341 4.3291
H -2.2975 1.6137 5.2392
H -2.0190 3.8114 4.0884
H -0.5767 3.9921 2.0684
H 0.6810 1.9747 1.2282
*
```

Here are the Mulliken charges for atoms 1 to 2, given in e:
1. C -0.95
2. C -0.26

# 6
Density functional theory data (the ωB97M-V functional and the def2-TZVPD basis) for a structure of composition C13H16BBr2NO8S in a non-equilibrium geometry.

Calculated values
orbital gap	0.36137	hartree
ΔE to the lowest compared entry with this formula, charge and spin	0.0000	eV

ORCA input file:
```
! RIJCOSX wB97M-V def2-TZVPD def2/J DEFGRID3
* xyz 0 1
C -3.0004 1.8605 2.7803
C -2.1344 2.5837 1.7570
O -1.4904 1.6789 0.8535
B -0.2025 1.9742 0.5041
O 0.2072 3.2699 0.2925
C 0.8985 0.7785 0.2251
C 1.2666 0.1317 1.5548
Br 0.4578 0.8576 3.1460
C 2.1401 -0.8689 1.6996
C 2.8933 -1.5074 0.5700
Br 2.5539 -1.5741 3.4300
O 2.0849 1.4729 -0.2381
S 2.3865 1.1733 -1.7891
O 3.7681 0.8655 -1.8474
O 2.0043 2.1858 -2.6988
O 1.4926 -0.1448 -1.8733
C 0.3709 -0.0777 -0.9460
C -0.7254 0.6292 -1.8329
O -0.8710 -0.1949 -2.9914
O -0.6858 0.6353 -4.1239
C -0.2127 -1.4348 -0.6641
C 0.2890 -2.5613 -1.2896
C -0.3512 -3.7288 -0.9869
C -1.4213 -3.8053 -0.1369
N -1.8909 -2.7271 0.4822
C -1.2762 -1.5986 0.1843
H -3.3691 2.6278 3.4652
H -3.8065 1.2865 2.3257
H -2.4094 1.1781 3.3925
H -1.4494 3.2338 2.3061
H -2.7979 3.2400 1.1855
H 0.4111 3.7446 1.1051
H 3.1554 -0.8244 -0.2279
H 3.8363 -1.8722 0.9839
H 2.3509 -2.3942 0.2410
H -0.4002 1.6091 -2.1893
H -1.6934 0.6457 -1.3320
H 0.0683 0.2627 -4.6036
H 1.1227 -2.5134 -1.9738
H 0.0030 -4.6462 -1.4473
H -1.9088 -4.7552 0.0472
H -1.6648 -0.6963 0.6606
*
```

Here are the Mulliken charges for atoms 1 to 2, given in e:
1. C -1.17
2. C -0.44